Density functional theory data (the ωB97M-V functional and the def2-TZVPD basis) for 12 unconnected molecules or ions with the total composition C48H72O36 at a distorted geometry.

Output
gap between HOMO and LUMO	10.19	eV
energy above the lowest of the compared OMol25 structures with the same formula, charge and spin	3.092	eV
net charge	0
spin multiplicity	1
SMILES string	C[C@H]1COC(=O)O1.C[C@H]1COC(=O)O1.C[C@H]1COC(=O)O1.C[C@H]1COC(=O)O1.C[C@H]1COC(=O)O1.C[C@H]1COC(=O)O1.C[C@H]1COC(=O)O1.C[C@H]1COC(=O)O1.C[C@H]1COC(=O)O1.C[C@H]1COC(=O)O1.C[C@H]1COC(=O)O1.C[C@H]1COC(=O)O1
LUMO	-0.23	eV

Element x y z (Å)
1 C 0.22 4.48 -2.15
2 C 0.82 3.83 -3.38
3 C 0.04 3.97 -4.71
4 O 0.83 4.90 -5.45
5 C 2.10 4.81 -5.01
6 O 3.08 5.08 -5.62
7 O 2.09 4.40 -3.72
8 H -0.43 3.74 -1.66
9 H -0.25 5.44 -2.34
10 H 0.96 4.65 -1.36
11 H 0.97 2.78 -3.12
12 H -0.97 4.33 -4.59
13 H 0.09 3.02 -5.25
14 C -4.05 -4.15 -0.79
15 C -3.78 -4.47 -2.24
16 C -2.45 -3.89 -2.76
17 O -1.66 -5.05 -3.02
18 C -2.36 -6.18 -2.75
19 O -1.92 -7.27 -2.90
20 O -3.61 -5.88 -2.33
21 H -4.22 -3.09 -0.57
22 H -3.29 -4.55 -0.12
23 H -4.99 -4.63 -0.50
24 H -4.64 -4.22 -2.87
25 H -2.05 -3.23 -1.98
26 H -2.51 -3.35 -3.70
27 C 4.00 -5.82 4.74
28 C 3.17 -5.73 3.50
29 C 1.65 -5.52 3.75
30 O 1.31 -4.60 2.71
31 C 2.39 -3.98 2.28
32 O 2.40 -2.98 1.62
33 O 3.52 -4.58 2.71
34 H 3.55 -6.62 5.34
35 H 3.91 -4.98 5.43
36 H 5.04 -6.06 4.60
37 H 3.21 -6.63 2.89
38 H 1.37 -5.12 4.73
39 H 1.14 -6.47 3.63
40 C 4.62 -3.04 -3.00
41 C 3.25 -3.58 -3.35
42 C 2.21 -2.59 -3.92
43 O 1.75 -3.19 -5.11
44 C 2.46 -4.31 -5.39
45 O 2.26 -5.02 -6.31
46 O 3.47 -4.42 -4.51
47 H 5.09 -2.57 -3.86
48 H 5.24 -3.84 -2.62
49 H 4.55 -2.27 -2.22
50 H 2.86 -4.19 -2.54
51 H 2.61 -1.58 -4.04
52 H 1.38 -2.54 -3.22
53 C -5.57 6.33 0.94
54 C -4.11 6.22 0.59
55 C -3.66 4.83 0.10
56 O -2.87 5.13 -1.07
57 C -3.03 6.42 -1.42
58 O -2.57 6.93 -2.38
59 O -3.87 7.05 -0.55
60 H -5.78 7.34 1.28
61 H -5.82 5.66 1.76
62 H -6.20 6.09 0.08
63 H -3.44 6.41 1.43
64 H -4.49 4.16 -0.14
65 H -2.94 4.34 0.75
66 C -0.72 -1.34 -8.25
67 C -1.15 -0.90 -6.87
68 C -1.36 -1.99 -5.81
69 O -0.71 -1.46 -4.67
70 C -0.03 -0.34 -4.98
71 O 0.62 0.27 -4.19
72 O -0.17 -0.05 -6.28
73 H -1.54 -1.61 -8.90
74 H -0.10 -2.23 -8.11
75 H 0.03 -0.65 -8.63
76 H -2.13 -0.41 -6.87
77 H -0.93 -2.96 -6.10
78 H -2.41 -2.17 -5.56
79 C 5.62 0.03 0.66
80 C 5.36 1.44 0.20
81 C 4.02 1.97 0.73
82 O 4.31 3.29 1.22
83 C 5.64 3.50 1.15
84 O 6.20 4.52 1.38
85 O 6.28 2.38 0.72
86 H 4.85 -0.66 0.31
87 H 5.59 0.02 1.76
88 H 6.61 -0.38 0.45
89 H 5.30 1.45 -0.89
90 H 3.53 1.50 1.59
91 H 3.27 2.04 -0.06
92 C -3.49 -0.29 -2.11
93 C -3.68 1.16 -2.50
94 C -2.38 1.86 -2.99
95 O -2.60 2.20 -4.35
96 C -3.89 1.92 -4.66
97 O -4.42 2.20 -5.69
98 O -4.44 1.13 -3.73
99 H -4.39 -0.89 -2.29
100 H -3.28 -0.41 -1.05
101 H -2.74 -0.81 -2.72
102 H -4.15 1.73 -1.70
103 H -1.49 1.24 -2.92
104 H -2.25 2.71 -2.32
105 C 0.28 -0.95 -1.32
106 C -0.27 -0.41 -0.02
107 C 0.62 -0.22 1.19
108 O 0.10 0.98 1.76
109 C -0.51 1.71 0.80
110 O -0.77 2.87 0.89
111 O -0.63 0.98 -0.33
112 H 0.84 -0.26 -1.94
113 H -0.56 -1.27 -1.93
114 H 0.87 -1.83 -1.07
115 H -1.26 -0.82 0.16
116 H 1.67 -0.21 0.88
117 H 0.50 -1.07 1.86
118 C -4.11 0.07 6.04
119 C -2.84 -0.75 6.11
120 C -3.07 -2.29 6.26
121 O -2.25 -2.84 5.25
122 C -1.86 -1.87 4.38
123 O -1.23 -2.08 3.40
124 O -2.18 -0.66 4.85
125 H -3.91 0.96 5.45
126 H -4.62 0.29 6.98
127 H -4.83 -0.45 5.39
128 H -2.19 -0.35 6.89
129 H -4.13 -2.50 6.16
130 H -2.68 -2.54 7.24
131 C 1.38 -0.33 5.10
132 C 2.23 -1.48 4.54
133 C 3.54 -1.07 3.91
134 O 4.47 -1.14 5.02
135 C 3.94 -1.97 5.96
136 O 4.48 -2.34 6.94
137 O 2.70 -2.38 5.55
138 H 1.81 0.64 4.86
139 H 1.12 -0.41 6.15
140 H 0.42 -0.35 4.57
141 H 1.66 -2.00 3.78
142 H 3.68 -0.02 3.67
143 H 3.81 -1.78 3.13
144 C 1.11 4.46 3.03
145 C 0.31 4.33 4.28
146 C -1.23 4.31 4.08
147 O -1.57 2.95 4.24
148 C -0.65 2.38 5.05
149 O -0.84 1.45 5.76
150 O 0.52 3.04 4.89
151 H 0.76 5.26 2.38
152 H 1.07 3.52 2.47
153 H 2.19 4.57 3.16
154 H 0.54 5.08 5.03
155 H -1.51 4.64 3.08
156 H -1.77 4.97 4.75

---

Density functional theory data (the ωB97M-V functional and the def2-TZVPD basis) for a molecular structure, C48H73N6OP3RbSSi2.

Output
gap between HOMO and LUMO	4.73	eV
energy above the lowest of the compared OMol25 structures with the same formula, charge and spin	1.563	eV
net charge	-1
spin multiplicity	1
LUMO	1.59	eV

Element x y z (Å)
1 Rb -0.68 0.07 0.75
2 C 4.99 1.67 0.56
3 C 4.18 1.72 1.85
4 C 5.06 1.23 2.99
5 P 2.48 0.90 1.64
6 C 1.59 1.84 3.03
7 C 0.40 1.05 3.56
8 C 2.37 2.43 4.21
9 C 2.73 -0.83 2.22
10 C 3.03 -1.14 3.55
11 C 3.26 -2.45 3.94
12 C 3.22 -3.47 2.99
13 C 2.89 -3.17 1.68
14 C 2.61 -1.86 1.26
15 Si 1.85 -1.48 -0.48
16 C 1.66 -3.23 -1.33
17 C 2.75 -3.96 -1.83
18 C 2.59 -5.10 -2.61
19 C 1.31 -5.55 -2.92
20 C 0.22 -4.86 -2.43
21 C 0.37 -3.73 -1.63
22 P -1.05 -2.84 -0.89
23 C -2.54 -3.05 -2.06
24 C -2.17 -2.51 -3.44
25 C -3.31 -4.36 -2.18
26 C -1.50 -4.01 0.50
27 C -1.33 -5.51 0.24
28 C -0.69 -3.63 1.74
29 C 3.46 -0.94 -1.43
30 C 4.70 -1.53 -1.14
31 C 5.87 -1.19 -1.80
32 C 5.85 -0.16 -2.74
33 C 4.66 0.47 -3.03
34 C 3.46 0.08 -2.43
35 P 1.88 0.87 -2.96
36 C 1.76 0.24 -4.74
37 C 1.27 -1.21 -4.66
38 C 2.96 0.29 -5.68
39 C 2.31 2.71 -3.13
40 C 3.06 3.13 -1.86
41 C 2.97 3.29 -4.37
42 H 5.80 2.40 0.59
43 H 4.37 1.87 -0.31
44 H 5.42 0.68 0.43
45 H 3.91 2.77 2.02
46 H 5.28 0.17 2.88
47 H 4.62 1.39 3.97
48 H 6.01 1.77 2.96
49 H 1.21 2.70 2.45
50 H 0.72 0.12 4.03
51 H -0.32 0.79 2.80
52 H -0.13 1.64 4.32
53 H 2.69 1.66 4.91
54 H 1.70 3.10 4.76
55 H 3.23 3.02 3.90
56 H 3.09 -0.36 4.29
57 H 3.48 -2.68 4.98
58 H 3.42 -4.49 3.29
59 H 2.84 -3.98 0.96
60 H 3.75 -3.62 -1.63
61 H 3.46 -5.64 -2.97
62 H 1.17 -6.43 -3.54
63 H -0.77 -5.22 -2.67
64 H -3.23 -2.33 -1.60
65 H -1.44 -3.16 -3.93
66 H -1.73 -1.51 -3.38
67 H -3.06 -2.46 -4.09
68 H -2.74 -5.14 -2.69
69 H -4.22 -4.18 -2.78
70 H -3.63 -4.73 -1.21
71 H -2.56 -3.79 0.71
72 H -0.28 -5.74 0.06
73 H -1.91 -5.87 -0.61
74 H -1.64 -6.06 1.13
75 H 0.38 -3.60 1.52
76 H -0.85 -4.37 2.53
77 H -1.03 -2.67 2.13
78 H 4.75 -2.28 -0.35
79 H 6.80 -1.69 -1.56
80 H 6.77 0.14 -3.23
81 H 4.66 1.29 -3.74
82 H 0.96 0.86 -5.17
83 H 2.08 -1.86 -4.34
84 H 0.92 -1.55 -5.63
85 H 0.46 -1.32 -3.94
86 H 3.78 -0.31 -5.29
87 H 3.32 1.29 -5.87
88 H 2.66 -0.15 -6.64
89 H 1.32 3.17 -3.07
90 H 4.12 2.88 -1.95
91 H 2.66 2.62 -0.98
92 H 2.96 4.20 -1.70
93 H 3.99 2.93 -4.50
94 H 3.01 4.38 -4.27
95 H 2.40 3.06 -5.28
96 C -3.49 1.68 -4.31
97 C -2.90 2.82 -3.55
98 N -3.11 4.07 -3.79
99 N -2.37 4.72 -2.84
100 C -1.72 3.89 -1.98
101 S -0.72 4.30 -0.74
102 N -2.07 2.65 -2.46
103 N -1.69 1.46 -1.88
104 H -4.00 2.08 -5.18
105 H -4.21 1.14 -3.69
106 H -2.71 0.99 -4.62
107 H -2.35 5.72 -2.79
108 H -0.81 1.10 -2.26
109 H -2.43 0.78 -1.96
110 N -3.62 6.55 2.83
111 C -3.74 5.49 2.39
112 C -3.91 4.20 1.81
113 C -5.16 3.81 1.32
114 C -5.27 2.57 0.73
115 C -4.14 1.77 0.62
116 N -2.95 2.14 1.09
117 C -2.84 3.31 1.69
118 H -6.01 4.46 1.43
119 H -6.22 2.21 0.36
120 H -4.19 0.80 0.15
121 H -1.87 3.57 2.09
122 C -3.03 0.33 5.09
123 Si -2.62 -1.29 4.16
124 C -1.29 -2.12 5.25
125 C -4.13 -2.45 4.41
126 O -2.22 -1.04 2.66
127 H -3.77 0.21 5.89
128 H -3.42 1.07 4.38
129 H -2.13 0.76 5.53
130 H -1.63 -2.24 6.29
131 H -0.36 -1.54 5.27
132 H -1.03 -3.12 4.88
133 H -4.30 -2.67 5.47
134 H -3.95 -3.40 3.89
135 H -5.04 -2.02 3.99